[1]
Density functional theory data (ωB97M-V with the def2-TZVPD basis set) for a structure of composition C21H25BFeN9O.

Last column: Mulliken charge in e.
Geometry (Å):
1 Fe 0.18 -0.72 -0.87  -0.279
2 O -0.25 -1.83 -2.31  -0.464
3 N -1.17 0.74 0.85  0.932
4 N -0.88 1.78 3.72  -0.999
5 N -0.03 -1.62 -3.61  0.387
6 N 0.31 -1.81 0.76  -0.585
7 N -1.30 0.37 -0.48  -0.361
8 N 1.47 0.69 -0.46  -0.294
9 N 1.12 1.20 0.79  0.956
10 N 0.46 -1.01 1.89  0.931
11 N 0.18 1.19 3.19  0.724
12 C 0.63 -0.13 -5.24  -0.725
13 C -0.16 -4.17 0.18  -1.158
14 C 2.99 2.25 0.19  -1.404
15 C -3.26 1.17 0.11  -1.350
16 C 1.99 2.17 1.15  0.048
17 C 2.64 1.34 -0.80  0.798
18 C 3.32 1.13 -2.10  -1.151
19 C 0.18 -3.07 1.18  0.847
20 C -2.87 0.36 -2.40  -1.050
21 C 0.16 -1.04 -6.19  -0.320
22 C -1.66 3.03 5.62  -1.209
23 C 0.78 1.89 5.23  -0.945
24 C -0.57 2.25 4.90  0.449
25 C -2.34 1.22 1.20  0.109
26 C -0.26 -2.32 -5.81  -0.706
27 C -0.39 -2.56 -4.47  -0.050
28 C 0.55 -0.46 -3.95  0.109
29 C -2.52 0.64 -0.95  0.895
30 C 1.19 1.16 4.15  -0.397
31 C 0.29 -3.07 2.58  -1.335
32 C 0.41 -1.77 2.98  0.138
33 B 0.16 0.58 1.76  0.049
34 H -1.22 -4.42 0.26  0.326
35 H 0.42 -1.38 4.00  0.477
36 H 1.30 2.08 6.18  0.415
37 H -1.35 4.04 5.78  0.321
38 H -2.54 3.14 4.98  0.303
39 H -1.98 2.62 6.52  0.334
40 H -0.59 -3.11 -6.49  0.419
41 H 2.22 0.72 4.01  0.477
42 H 4.09 1.86 -2.26  0.427
43 H -2.17 -0.33 -2.86  0.072
44 H 1.07 0.83 -5.52  0.460
45 H 2.62 1.22 -2.93  0.140
46 H -3.94 0.03 -2.39  0.397
47 H 0.28 -3.93 3.27  0.418
48 H -2.83 1.30 -2.94  0.293
49 H -4.33 1.42 0.20  0.425
50 H -2.55 1.66 2.17  0.569
51 H 0.88 0.12 -3.11  0.446
52 H 0.15 -0.80 -7.24  0.448
53 H 3.86 2.91 0.15  0.436
54 H 3.86 0.12 -2.17  0.290
55 H -0.08 -3.79 -0.84  0.094
56 H 1.95 2.68 2.09  0.559
57 H 0.34 -5.09 0.40  0.417
58 H -0.80 -3.48 -4.07  0.448

- Gap between HOMO and LUMO (alpha / beta): 7.455 / 5.805 eV
- Expectation value of S²: 8.765
- DFT total energy: -2671.32124 hartree
- HOMO level (alpha / beta): -14.0 / -14.0 eV
- Spin multiplicity: 6
- Net charge: +2

=====

[2]
Density functional theory data (ωB97M-V with the def2-TZVPD basis set) for a cluster of 17 separate species, C62H169N11O17 in total.

Last column: Mulliken charge in e.
Geometry (Å):
1 O -4.12 -2.43 3.65  -0.067
2 O 5.31 6.56 -0.55  -0.378
3 O 4.92 2.25 -2.48  -0.143
4 O -1.83 -3.35 -1.69  0.893
5 O 4.79 3.66 3.65  -0.333
6 O -1.55 -7.27 2.02  0.135
7 O -2.15 4.91 -2.36  -0.400
8 O -5.84 1.24 2.71  -0.617
9 O -0.82 1.40 0.59  0.775
10 O -1.29 -5.89 -2.81  -0.258
11 O 0.98 -4.03 5.14  -0.562
12 O -5.34 0.16 -1.37  0.205
13 O 1.79 -0.34 6.47  -0.456
14 O 0.32 -3.34 -4.93  -0.635
15 O 6.46 -2.05 0.41  -0.670
16 O 0.28 6.33 0.48  -0.526
17 O -0.22 2.65 -6.19  0.083
18 N -3.65 -6.92 5.02  -0.741
19 N -1.00 4.34 -9.41  -0.681
20 N 4.52 5.32 -2.91  -0.534
21 N -3.10 -0.44 2.09  1.186
22 N -2.77 2.51 -1.37  0.477
23 N 6.76 3.61 -0.89  -0.084
24 N 0.86 2.27 7.89  -0.635
25 N 2.63 -6.07 4.36  -0.679
26 N 6.16 0.78 1.66  -0.263
27 N -2.61 -3.98 -4.72  -0.612
28 N -8.43 1.34 -2.92  -0.779
29 C -2.39 -6.98 4.27  1.789
30 C -1.98 -3.57 -0.27  1.779
31 C 3.88 1.10 2.52  -0.906
32 C 2.69 -1.27 5.92  -0.395
33 C 0.82 4.21 1.56  -0.573
34 C 4.06 1.45 -3.20  -0.628
35 C -6.99 1.38 -2.69  0.516
36 C -3.87 -1.14 4.27  -0.970
37 C 2.23 5.15 -2.20  -0.494
38 C 7.22 2.58 -1.82  0.267
39 C -1.42 -6.02 -4.24  -0.803
40 C 5.71 2.76 3.05  -1.181
41 C -1.20 3.85 -2.73  -0.332
42 C -1.90 6.07 -3.21  -0.730
43 C 1.12 0.77 -0.78  1.639
44 C -5.96 2.52 2.06  2.034
45 C 0.79 1.87 6.53  0.330
46 C -2.82 2.34 -3.93  -1.598
47 C -4.93 -1.08 -0.77  -0.669
48 C 4.54 4.93 3.11  -0.480
49 C -6.56 0.03 -2.13  -1.129
50 C -5.32 -3.02 4.08  -0.781
51 C 5.27 -2.80 0.63  0.909
52 C 8.48 1.91 -1.28  -1.506
53 C 5.40 7.72 0.26  -0.716
54 C -1.20 3.55 -8.08  0.792
55 C -2.01 2.59 -2.62  2.216
56 C -2.71 1.03 4.02  -1.035
57 C 1.01 2.50 -5.45  -0.796
58 C -1.52 -8.23 1.01  -1.021
59 C 0.86 -2.08 -4.35  0.336
60 C 0.34 -0.68 1.03  0.442
61 C -4.64 3.28 2.18  -1.362
62 C 2.35 -5.45 2.00  -0.649
63 C -3.33 -5.93 -5.97  -1.850
64 C 5.17 1.83 1.98  1.206
65 C 5.42 -4.18 -0.03  -1.586
66 C -2.71 -5.46 -4.66  0.910
67 C 0.15 -6.08 -2.37  -0.208
68 C 6.10 1.58 -2.02  0.043
69 C -2.30 2.48 -8.22  -1.402
70 C -2.74 -0.38 3.54  0.713
71 C 2.33 -5.02 3.49  0.677
72 C 0.76 3.04 5.57  -1.003
73 C 4.10 -2.18 -0.11  0.069
74 C 4.02 5.94 -0.63  0.014
75 C -3.12 -4.54 -0.01  -1.213
76 C -0.20 -1.02 -4.01  -0.301
77 C -0.70 -3.93 0.50  0.056
78 C 0.06 3.00 -7.51  -0.838
79 C -0.16 -3.27 5.55  -0.230
80 C -2.73 -7.33 2.80  -1.094
81 C -7.13 3.25 2.66  -1.650
82 C -1.36 -7.97 4.83  -1.612
83 C -1.42 5.44 2.03  -1.284
84 C 0.99 -4.44 3.78  1.240
85 C -0.34 5.15 0.99  1.604
86 C 1.67 -2.52 -3.14  0.293
87 C 1.88 0.92 5.92  -0.069
88 C -0.11 0.33 -0.03  1.094
89 C -6.52 2.57 -1.81  -0.538
90 C 3.54 5.86 -2.05  0.447
91 H -1.43 5.26 -9.28  0.266
92 H -2.42 1.84 -7.30  0.228
93 H 0.45 3.37 2.07  0.064
94 H 0.16 -0.03 -3.72  -0.260
95 H 6.25 -1.14 0.63  0.255
96 H -3.53 -6.67 2.46  0.344
97 H -3.42 1.77 -1.41  -0.462
98 H 0.54 -7.00 -2.85  0.492
99 H -0.79 4.70 0.14  -0.892
100 H -0.82 6.32 -3.14  0.225
101 H -2.07 1.71 3.42  -0.018
102 H 5.39 7.44 1.31  0.229
103 H -6.55 1.59 -3.67  0.314
104 H 1.72 2.75 8.12  0.263
105 H -7.32 -0.27 -1.44  0.461
106 H 5.12 -2.86 1.70  0.183
107 H 1.72 1.75 -5.89  0.444
108 H 3.36 -5.78 1.64  0.360
109 H 3.17 -2.73 0.12  -0.414
110 H 3.25 2.08 -3.57  -0.131
111 H 4.47 -4.69 -0.12  0.236
112 H -3.20 3.34 -1.05  0.076
113 H -0.96 5.87 2.91  0.335
114 H 3.40 6.90 -2.36  0.252
115 H -0.75 -0.15 -0.76  -0.216
116 H -4.76 -0.52 4.12  0.368
117 H 4.76 4.36 -2.80  -0.086
118 H -1.93 -5.92 4.27  -0.862
119 H 0.82 -3.54 3.16  -0.217
120 H -3.44 -5.88 -3.96  0.014
121 H -8.02 2.55 2.76  0.338
122 H 2.46 -3.27 -3.45  0.551
123 H -1.42 -7.14 -4.40  0.383
124 H -1.45 -9.23 1.51  0.447
125 H -7.02 2.49 -0.84  0.386
126 H 1.43 5.38 -1.51  0.154
127 H 0.05 -6.15 -1.28  -0.154
128 H -0.94 -3.67 1.55  0.288
129 H 6.57 3.28 2.69  0.483
130 H 2.10 -1.66 -2.59  -0.514
131 H 0.88 1.71 -1.17  -0.504
132 H 1.65 0.88 4.83  -0.154
133 H -3.85 -1.13 -0.65  -0.201
134 H -2.32 -8.07 0.28  0.354
135 H -3.53 -6.99 -6.10  0.423
136 H 0.02 -2.18 5.58  -0.062
137 H 4.06 4.92 -0.17  -0.632
138 H -3.56 -3.70 -5.04  0.343
139 H 4.64 8.53 0.06  0.302
140 H -0.87 -3.51 4.77  0.100
141 H 1.73 -6.33 1.93  0.286
142 H 1.74 3.59 5.52  0.331
143 H 1.50 3.49 -5.39  0.569
144 H -0.38 6.96 0.17  0.350
145 H -2.95 -5.52 -0.46  0.303
146 H 3.05 -4.15 3.53  -0.129
147 H 3.12 1.83 2.70  0.217
148 H 3.62 0.65 -2.57  0.298
149 H -2.72 -5.66 -6.81  0.397
150 H 0.19 -3.39 0.16  -1.190
151 H 8.25 1.42 -0.28  0.120
152 H 2.62 -1.38 4.81  0.031
153 H -3.11 -1.45 1.84  -0.379
154 H 4.86 2.33 1.05  -0.548
155 H 2.02 -4.58 1.45  -0.310
156 H -6.02 2.35 0.94  -0.940
157 H -3.67 -1.26 5.33  0.374
158 H -3.54 -6.62 6.00  0.279
159 H 0.97 -1.43 0.54  -0.206
160 H 0.74 -5.18 -2.61  -0.035
161 H -2.53 6.90 -2.84  0.283
162 H -2.51 0.19 1.54  -0.788
163 H -0.13 1.27 6.40  0.122
164 H 6.09 -4.89 0.41  0.430
165 H -5.49 -1.23 0.14  0.325
166 H -6.17 -2.27 4.05  0.249
167 H -0.45 -7.99 4.27  0.318
168 H -5.08 0.82 2.31  0.026
169 H -2.33 1.00 5.05  0.469
170 H -5.52 -3.73 3.25  0.209
171 H -0.57 -5.61 -4.80  0.322
172 H -1.45 1.82 0.05  -0.622
173 H 4.48 1.05 -4.09  0.535
174 H -1.78 -0.87 3.72  0.264
175 H -3.85 2.63 1.88  -0.060
176 H -4.58 4.27 1.67  0.553
177 H 2.29 -5.83 5.31  0.249
178 H 0.83 2.13 -4.42  -0.350
179 H 3.35 6.53 0.03  0.947
180 H 3.45 0.37 1.70  -0.542
181 H 5.98 1.08 -1.03  -0.379
182 H -2.07 2.24 -4.76  -0.064
183 H 5.87 -4.08 -1.02  0.388
184 H 1.15 -3.02 -2.34  -0.821
185 H 3.53 5.24 3.34  0.253
186 H -0.37 3.91 -2.00  -0.459
187 H 6.33 8.18 -0.08  0.287
188 H 3.55 -6.41 4.43  0.245
189 H 6.06 4.24 -1.23  -0.179
190 H -8.64 2.23 -3.40  0.310
191 H 5.14 5.70 3.64  0.350
192 H 1.06 -0.18 1.72  -0.154
193 H -2.21 6.05 1.58  0.453
194 H -1.60 4.28 -7.35  0.016
195 H -0.62 -3.33 -5.09  0.306
196 H -4.08 -4.20 -0.50  0.173
197 H -3.39 1.44 -3.76  0.388
198 H -0.82 -1.38 -3.19  -0.108
199 H -7.43 4.11 2.11  0.420
200 H -0.42 -4.95 0.42  0.458
201 H -6.75 3.53 -2.21  0.464
202 H 1.86 5.19 -3.26  0.127
203 H 1.50 3.98 0.78  0.004
204 H -1.91 4.52 2.28  0.061
205 H -1.70 -4.24 -2.01  -0.430
206 H -6.45 -0.81 -2.90  0.294
207 H 8.94 1.20 -1.98  0.440
208 H 7.52 4.19 -0.57  0.277
209 H -3.24 -4.73 1.07  0.061
210 H 9.18 2.73 -1.09  0.437
211 H -0.54 -8.05 0.50  0.109
212 H -2.06 1.87 -9.03  0.444
213 H -8.96 1.47 -2.01  0.314
214 H -0.88 3.92 -3.74  0.835
215 H -2.08 5.82 -4.26  0.230
216 H 1.37 4.85 2.29  0.428
217 H -3.14 -8.35 2.82  0.566
218 H 1.41 0.15 -1.62  -1.179
219 H 0.18 -5.18 3.51  -0.543
220 H -0.01 3.73 5.94  0.444
221 H -5.25 -3.51 5.04  0.256
222 H -3.76 1.44 3.97  0.201
223 H 2.85 1.39 6.04  0.284
224 H 2.03 0.76 -0.10  -0.463
225 H 5.36 5.86 -2.98  0.403
226 H 2.54 -2.24 6.45  0.215
227 H -4.50 3.50 3.22  0.483
228 H 0.82 3.83 -7.54  0.337
229 H -5.51 2.41 -1.64  -0.555
230 H 6.07 2.12 3.85  0.388
231 H 0.52 2.60 4.64  0.036
232 H 4.00 0.60 3.51  0.661
233 H 3.72 -0.87 6.18  0.397
234 H 0.54 2.19 -8.07  0.282
235 H -5.22 -1.88 -1.47  0.358
236 H 4.76 4.95 2.07  0.042
237 H -1.28 1.81 -2.54  -1.125
238 H 1.57 -1.69 -5.06  0.370
239 H -4.08 -7.82 5.10  0.239
240 H -4.33 -5.46 -6.10  0.392
241 H 2.42 4.02 -2.11  -0.329
242 H -1.78 -8.99 4.77  0.360
243 H -1.27 -7.76 5.90  0.414
244 H -0.42 -3.61 6.56  0.344
245 H 7.09 1.13 1.47  0.144
246 H -0.96 -0.87 -4.80  0.644
247 H 0.82 1.43 8.46  0.291
248 H -3.51 3.15 -4.14  0.369
249 H 3.97 -1.14 0.19  -0.185
250 H 6.49 0.81 -2.74  0.431
251 H -0.48 -1.19 1.59  -0.518
252 H 4.30 -2.22 -1.17  0.344
253 H -2.63 -3.57 -3.78  0.034
254 H -2.23 -2.60 0.09  -0.916
255 H -3.23 2.98 -8.40  0.354
256 H -1.38 3.87 -10.26  0.253
257 H -6.88 3.58 3.64  0.427
258 H 6.23 0.22 2.53  0.399
259 H 7.48 2.97 -2.80  0.258

- Gap between HOMO and LUMO: 9.260 eV
- DFT total energy: -4344.71411 hartree
- HOMO level: -8.7 eV
- Spin multiplicity: 1
- Relative energy (zero: lowest compared OMol25 entry of this formula, charge and spin): 0.0 kcal per mole

=====

[3]
Density functional theory data (ωB97M-V with the def2-TZVPD basis set) for a cluster of 2 separate species, C3H10S in total.

Last column: Mulliken charge in e.
Geometry (Å):
1 S 2.14 -2.05 -1.38  -0.331
2 C -0.05 1.10 0.29  -0.189
3 C -0.83 0.74 -0.99  -1.062
4 C -0.52 0.23 1.45  -1.111
5 H -0.90 -0.35 -0.99  0.274
6 H -0.25 2.13 0.50  0.256
7 H -0.27 1.16 -1.86  0.273
8 H 0.14 0.50 2.28  0.310
9 H -0.51 -0.87 1.43  0.313
10 H -1.82 1.14 -1.01  0.363
11 H 0.98 0.96 0.00  0.260
12 H -1.50 0.52 1.84  0.338
13 H 2.00 -2.06 -0.02  0.152
14 H 1.39 -3.15 -1.53  0.155

- Gap between HOMO and LUMO: 10.666 eV
- SMILES string: CCC.S
- DFT total energy: -518.45801 hartree
- HOMO level: -9.8 eV
- Spin multiplicity: 1
- Relative energy (zero: lowest compared OMol25 entry of this formula, charge and spin): 8.7 kcal per mole

=====

[4]
Density functional theory data (ωB97M-V with the def2-TZVPD basis set) for a structure of composition C33H36FI2N4O3Os.

Last column: Mulliken charge in e.
Geometry (Å):
1 Os 0.31 0.34 -0.32  3.023
2 I 0.14 -3.50 -3.31  0.119
3 I 4.31 -6.00 0.16  0.102
4 F -3.69 -4.31 1.00  -0.363
5 O 1.04 -1.01 -1.61  -1.018
6 O 0.85 -0.46 1.54  -0.815
7 O -0.27 1.18 2.57  -0.904
8 N 2.54 0.53 -0.24  -0.975
9 N -0.42 0.03 4.84  0.038
10 N -2.55 -0.45 -4.03  0.431
11 N 1.20 2.55 -0.99  0.130
12 C 0.26 -0.80 3.78  -0.493
13 C 2.84 -1.94 -0.32  0.999
14 C 2.05 5.19 -0.86  -0.378
15 C 1.64 -1.12 4.36  -0.658
16 C -1.16 -1.13 0.09  1.144
17 C -2.60 2.40 -2.78  -0.912
18 C 0.57 3.51 -1.67  -0.215
19 C -1.33 1.23 -1.12  -0.690
20 C -3.41 -2.08 0.31  -0.654
21 C 1.93 0.08 5.25  -0.584
22 C -1.43 0.30 -3.53  -1.131
23 C 3.55 -3.08 0.08  -1.015
24 C -3.06 -1.56 -3.28  -0.806
25 C -1.77 1.32 -2.44  2.435
26 C -1.81 2.14 -0.15  0.487
27 C 2.27 2.90 -0.26  0.554
28 C -0.68 -2.38 0.51  -0.316
29 C -3.49 0.17 -4.92  -1.111
30 C 0.59 0.35 5.92  -0.670
31 C 2.72 4.20 -0.16  -1.049
32 C 1.57 -3.30 -1.83  0.515
33 C -2.87 -3.28 0.71  -0.018
34 C -2.69 3.15 -0.50  -1.046
35 C 0.29 0.08 2.53  0.380
36 C -1.51 -3.46 0.81  -0.764
37 C -3.07 3.29 -1.83  -0.939
38 C 2.29 -4.42 -1.44  -0.375
39 C 1.80 -2.05 -1.25  -0.461
40 C 3.26 -4.31 -0.46  -0.470
41 C -2.55 -1.03 0.00  -1.420
42 C 3.30 -0.63 0.26  -1.281
43 C 2.96 1.76 0.43  -0.809
44 C 0.96 4.83 -1.63  -1.080
45 H -0.67 -0.38 -3.15  -0.235
46 H -0.34 -1.68 3.55  0.438
47 H 1.60 -2.04 4.95  0.421
48 H 2.71 -0.11 5.99  0.511
49 H -0.29 3.20 -2.25  0.679
50 H 3.60 4.42 0.44  0.482
51 H -1.25 -0.41 5.21  0.374
52 H 0.38 -2.56 0.60  0.496
53 H -1.10 -4.42 1.10  0.535
54 H 2.36 -1.27 3.56  0.175
55 H -2.91 2.52 -3.81  0.604
56 H -4.02 -1.34 -2.77  0.315
57 H -2.96 0.81 -5.64  0.335
58 H -4.25 0.79 -4.42  0.337
59 H 4.05 1.88 0.38  0.665
60 H 0.41 -0.33 6.75  0.351
61 H -3.06 3.83 0.26  0.497
62 H -3.02 -0.11 -0.32  0.383
63 H -2.35 -1.85 -2.51  -0.084
64 H -4.48 -1.97 0.23  0.482
65 H -0.70 0.88 4.31  0.402
66 H -4.02 -0.60 -5.48  0.376
67 H 2.38 6.22 -0.81  0.447
68 H 4.35 -2.97 0.80  0.494
69 H -3.73 4.10 -2.12  0.407
70 H 4.35 -0.48 0.00  0.851
71 H 2.67 1.70 1.48  0.091
72 H 0.41 5.57 -2.21  0.466
73 H 2.73 0.60 -1.24  0.437
74 H -1.00 0.84 -4.38  0.487
75 H -1.49 2.05 0.88  0.356
76 H -3.23 -2.43 -3.93  0.347
77 H 2.24 0.94 4.65  0.168
78 H 0.44 1.37 6.26  0.393
79 H 2.07 -5.38 -1.90  0.408
80 H 3.23 -0.64 1.35  0.175

- Gap between HOMO and LUMO (alpha / beta): 6.469 / 6.470 eV
- DFT total energy: -2509.49553 hartree
- HOMO level (alpha / beta): -9.5 / -9.5 eV
- Spin multiplicity: 1
- Relative energy (zero: lowest compared OMol25 entry of this formula, charge and spin): 52.0 kcal per mole
- Net charge: +1

=====

What are the max |F| values for these records? In order: 0.056 0.067 0.044 0.009 hartree/bohr.